No. 1
Entry from the Open Molecules 2025 dataset: a 2-piece molecular cluster, C10H16O overall (wB97M-V/def2-TZVPD).

## Properties
lowest unoccupied orbital energy: 0.9 eV
gap between HOMO and LUMO: 0.3358 Ha
SMILES: CCc1ccc(O)cc1.CC
charge: 0

Last column: Löwdin charge in e.
Element x y z (Å)
1 H -3.049 2.595 -2.134  0.093
2 H 0.538 -2.959 0.717  0.045
3 C -0.308 -3.219 0.080  -0.168
4 H -0.248 -1.490 -1.295  0.058
5 H 0.671 -0.198 2.356  0.111
6 H -1.679 -1.484 -0.298  0.059
7 O -2.160 2.425 -2.404  0.062
8 C -1.802 1.755 -0.136  -0.021
9 H -1.061 -3.800 0.608  0.062
10 C 1.217 0.083 1.452  -0.213
11 C -0.891 1.285 0.798  -0.066
12 C -1.330 2.016 -1.423  -0.328
13 H 0.392 2.037 -2.691  0.115
14 H 3.379 0.250 1.082  0.069
15 C 0.402 0.927 0.496  -0.265
16 H 1.929 0.935 -0.913  0.114
17 H -2.850 1.813 0.124  0.112
18 H 1.238 -0.898 0.962  0.088
19 H 2.618 1.714 1.768  0.078
20 C 0.008 1.747 -1.721  -0.015
21 C 0.882 1.186 -0.808  -0.030
22 H -1.252 1.012 1.787  0.113
23 C 2.605 0.623 1.751  -0.105
24 H 2.991 0.414 2.754  0.067
25 H -1.464 -2.643 -1.599  0.065
26 C -0.953 -2.141 -0.773  -0.164
27 H 0.178 -3.985 -0.541  0.064

No. 2
Entry from the Open Molecules 2025 dataset: a 2-piece molecular cluster, C10H16O overall (wB97M-V/def2-TZVPD).

## Properties
lowest unoccupied orbital energy: 0.9 eV
gap between HOMO and LUMO: 0.3268 Ha
SMILES: Cc1ccc(O)cc1.CCC
charge: 0

Last column: Löwdin charge in e.
Element x y z (Å)
1 H 0.295 2.187 -2.233  0.083
2 C 2.391 -1.377 0.992  -0.102
3 C 1.167 -3.458 0.257  -0.114
4 H -1.914 0.509 1.975  0.124
5 C -2.217 1.376 -0.008  -0.031
6 H 3.008 -1.406 0.174  0.046
7 O 0.709 1.011 1.986  0.033
8 C -0.199 1.920 -1.362  -0.021
9 C 0.586 1.700 -0.207  -0.012
10 H 0.387 -2.069 1.776  0.098
11 H -2.551 3.170 -2.705  0.071
12 C -1.473 0.952 1.071  0.007
13 H 1.631 1.903 -0.089  0.109
14 H 0.128 -3.786 -0.055  0.080
15 H -3.647 2.146 -1.892  0.078
16 H 2.909 -1.916 1.805  0.091
17 H -3.189 1.226 -0.020  0.047
18 H -2.473 1.505 -3.178  0.102
19 H 1.537 -4.248 0.852  0.040
20 H 1.596 0.805 1.718  0.047
21 C -0.085 1.262 0.954  -0.354
22 H 2.525 -0.391 1.340  0.021
23 H 0.391 -1.401 0.207  0.083
24 C -2.613 2.177 -2.269  -0.092
25 H 1.721 -3.567 -0.690  0.069
26 C 0.986 -2.016 0.879  -0.249
27 C -1.605 1.785 -1.277  -0.256

No. 3
Entry from the Open Molecules 2025 dataset: a 2-piece molecular cluster, C10H16O2 overall (wB97M-V/def2-TZVPD).

## Properties
lowest unoccupied orbital energy (alpha / beta): -4.0 / -7.8 eV
gap between HOMO and LUMO (alpha / beta): 0.3347 / 0.1964 Ha
charge: +1
spin multiplicity: 2

Last column: Löwdin charge in e.
Element x y z (Å)
1 H 0.033 -1.008 -2.527  0.119
2 H 0.948 2.187 -1.194  0.130
3 C -0.625 1.964 -2.722  -0.051
4 H -0.277 1.528 0.722  0.109
5 C -0.190 0.404 -1.024  -0.232
6 C -0.639 0.662 0.257  -0.005
7 H -2.625 -3.262 0.785  0.161
8 C 0.525 1.410 -1.833  -0.143
9 H -1.365 -2.772 -1.461  0.157
10 H -1.220 1.204 -3.294  0.096
11 H -2.027 -0.048 1.773  0.113
12 C -1.793 -1.482 0.228  -0.211
13 O -2.754 -2.293 0.767  0.138
14 H 3.485 -1.199 1.655  0.047
15 H 1.758 -0.113 0.651  0.079
16 H -1.387 2.508 -2.122  0.100
17 H -0.174 2.556 -3.574  0.110
18 O 2.078 1.679 1.685  -0.086
19 C 1.893 0.237 1.649  -0.211
20 H 1.168 0.777 -2.415  0.124
21 C 3.419 -0.269 2.207  -0.011
22 H 3.201 -0.454 3.234  0.047
23 H 4.220 0.462 1.909  0.093
24 C -0.433 -0.840 -1.617  0.058
25 H 1.140 0.151 2.398  0.094
26 H 1.555 2.105 1.078  -0.009
27 C -1.120 -1.841 -0.899  0.050
28 C -1.542 -0.198 0.882  0.131

No. 4
Entry from the Open Molecules 2025 dataset: a 2-piece molecular cluster, C10H16O4S overall (wB97M-V/def2-TZVPD).

## Properties
lowest unoccupied orbital energy (alpha / beta): -1.0 / -1.3 eV
gap between HOMO and LUMO (alpha / beta): 0.2921 / 0.2808 Ha
charge: 0

Last column: Löwdin charge in e.
Element x y z (Å)
1 H 0.008 1.644 -0.843  0.189
2 C -2.140 -0.692 -0.326  -0.365
3 H -1.322 -0.618 2.606  0.096
4 H -3.169 1.300 -1.994  0.102
5 H -2.363 -1.635 -2.153  0.104
6 O 1.173 2.068 0.648  -0.114
7 C 3.418 -1.242 -1.415  -0.057
8 H 4.497 -1.154 -1.622  0.099
9 H -1.042 1.932 1.898  0.107
10 O 2.993 -0.023 -0.839  -0.135
11 C -3.481 0.209 -2.227  -0.130
12 H 3.346 -1.922 -0.599  0.077
13 O 0.187 -1.059 1.211  -0.102
14 C -0.897 1.036 1.341  -0.413
15 H -3.437 0.040 -3.310  0.078
16 C 0.117 1.181 0.206  -0.221
17 H 2.639 -0.918 0.931  0.152
18 C 2.304 1.302 1.056  -0.114
19 H -1.649 -1.430 0.164  0.044
20 C -0.362 -0.192 2.147  -0.201
21 C -2.664 -0.799 -1.552  -0.198
22 O -3.365 -0.588 2.625  -0.314
23 H 2.843 -1.440 -2.305  0.089
24 C 2.304 -0.069 0.336  -0.303
25 H 0.282 0.098 2.972  0.125
26 H -4.504 0.192 -2.019  0.055
27 H 0.487 -0.853 -0.837  0.198
28 S -2.570 0.676 0.711  1.072
29 H 2.343 1.296 2.184  0.132
30 H 3.228 1.946 0.811  0.151
31 C 0.794 -0.286 0.194  -0.201

Asked for DFT total energy across the records above, the calculation gives -465.85156; -465.81032; -540.72776; -1089.49606 a.u. in order.